59
Properties=species:S:1:pos:R:3:forces:R:3 method="wB97M-V/def2-TZVPD" gap_ev="5.52 / 5.47" lumo_energy_ev="1.57 / 1.51" total_energy_ev=-321656.6986 total_charge=-1 largest_force_ev_per_a=3.34 e_homo_ev="-3.94 / -3.96"
Ru 0.283 -1.353 -0.350 0.831 2.355 2.212
Br 4.197 -2.703 5.388 -0.044 -0.011 -0.045
C 3.617 -2.447 3.603 -0.005 0.016 -0.095
C 4.532 -2.389 2.562 -0.165 0.017 -0.018
Br 6.385 -2.597 2.891 -0.063 0.001 -0.057
C 4.063 -2.157 1.261 0.146 0.053 -0.062
Br 5.242 -2.023 -0.214 -0.028 0.020 0.053
C 2.714 -1.962 0.981 -0.055 0.056 -0.125
O 2.280 -1.647 -0.222 -0.294 -0.154 -0.231
C 1.766 -2.083 2.028 0.053 -0.013 0.456
O 0.487 -1.940 1.766 -0.236 0.104 -1.498
C 2.252 -2.300 3.324 -0.241 0.067 -0.115
Br 0.940 -2.318 4.690 0.021 -0.037 0.014
N -5.904 -1.915 0.007 0.074 0.028 -0.026
C -4.534 -1.813 -0.102 0.040 0.034 -0.036
C -3.746 -1.422 0.982 -0.105 0.004 0.010
C -2.389 -1.287 0.816 0.025 0.043 0.084
N -1.770 -1.507 -0.352 -0.355 -0.378 0.241
C -2.519 -1.891 -1.387 -0.024 -0.002 -0.092
C -3.883 -2.047 -1.312 -0.099 -0.008 -0.051
H -6.274 -2.017 0.935 -0.036 -0.024 0.043
H -6.367 -2.474 -0.688 -0.042 -0.031 -0.008
H -4.193 -1.232 1.949 0.038 0.019 0.008
H -1.746 -1.002 1.638 0.057 -0.026 0.029
H -1.990 -2.085 -2.308 0.024 0.024 -0.026
H -4.440 -2.352 -2.191 0.047 0.006 0.028
C 1.219 1.328 2.335 -0.027 0.221 -0.063
C 1.973 2.176 1.304 -0.142 -0.306 -0.151
C 3.169 1.431 0.694 -0.028 0.057 0.036
C 1.088 2.727 0.195 -0.205 -0.366 0.005
C 1.066 4.104 0.043 -0.008 0.092 -0.146
C 0.340 4.731 -0.958 0.017 -0.096 0.037
C -0.353 3.947 -1.865 0.125 0.230 0.013
C -0.357 2.563 -1.803 0.295 -0.385 0.274
C -1.203 1.875 -2.870 -0.068 -0.236 0.290
C -0.509 0.777 -3.679 -0.055 0.255 -0.031
C -2.528 1.414 -2.244 0.091 -0.017 -0.096
C 0.333 1.890 -0.715 -0.756 1.301 -0.194
N 0.253 0.564 -0.520 1.070 -2.343 -0.758
H 1.901 0.974 3.113 -0.009 0.011 -0.030
H 0.752 0.468 1.870 -0.013 -0.154 0.011
H 0.428 1.920 2.810 0.080 -0.021 -0.002
H 2.370 3.045 1.835 0.004 0.068 -0.014
H 2.838 0.608 0.060 0.002 -0.053 0.030
H 3.810 1.025 1.481 -0.017 -0.016 -0.029
H 3.767 2.113 0.081 -0.028 -0.050 0.029
H 1.626 4.706 0.750 0.028 -0.013 -0.010
H 0.327 5.813 -1.034 -0.011 -0.039 -0.009
H -0.903 4.430 -2.667 0.011 -0.027 0.028
H -1.447 2.656 -3.594 -0.057 0.084 0.011
H -0.148 -0.025 -3.055 0.095 -0.277 0.230
H 0.349 1.189 -4.217 -0.026 -0.027 0.014
H -1.208 0.364 -4.413 0.042 0.038 0.016
H -2.336 0.773 -1.383 -0.019 -0.008 -0.018
H -3.137 0.860 -2.965 0.014 0.028 0.031
H -3.100 2.280 -1.899 0.012 -0.062 0.016
F -0.899 -4.108 -1.052 0.187 0.117 -0.006
B 0.237 -3.406 -0.731 -0.085 -0.288 -0.172
F 1.277 -4.250 -0.603 -0.084 0.119 -0.039

65
Properties=species:S:1:pos:R:3:forces:R:3 method="wB97M-V/def2-TZVPD" de_lowest_kcal_mol=0.0 gap_ev="7.23 / 7.28" lumo_energy_ev="2.30 / 2.30" total_energy_ev=-183437.6646 total_charge=-1 largest_force_ev_per_a=2.10 multiplicity=4 e_homo_ev="-4.93 / -4.98"
Cr -0.360 0.236 -1.310 -0.413 0.189 0.429
O 0.564 -1.105 -4.829 0.181 0.419 0.365
C 0.620 -0.674 -3.695 -0.045 -1.056 0.600
O -0.121 -1.076 -2.680 0.449 0.316 -0.801
C 1.708 0.286 -3.231 0.770 0.281 -0.940
C 2.786 0.682 -4.031 -0.780 -0.227 -0.031
C 3.706 1.622 -3.574 -0.572 -0.453 -0.357
C 3.518 2.113 -2.304 -0.285 0.248 0.532
C 2.444 1.630 -1.535 0.628 0.570 0.761
N 1.563 0.741 -1.984 0.348 0.215 -0.111
C 2.312 2.101 -0.073 -0.571 0.314 0.224
O 2.184 3.333 0.125 0.487 -0.375 -0.519
O 2.293 1.191 0.782 0.532 0.113 -0.418
H 2.828 0.317 -5.046 -0.035 -0.201 -0.002
H 4.478 1.947 -4.268 0.025 0.087 0.403
H 4.135 2.903 -1.876 -0.134 -0.305 -0.059
C -0.019 -2.245 3.438 0.700 -0.391 0.080
N -0.015 -3.165 2.312 -0.563 0.602 -0.236
C 1.326 -3.641 2.071 0.152 -0.477 0.002
N 2.335 -2.603 1.871 -0.554 0.540 -0.199
C 2.251 -1.609 2.965 0.560 -0.247 0.008
N 0.910 -1.124 3.315 -0.205 -0.065 -0.187
C 0.393 -0.201 2.301 0.186 0.380 -0.540
P 0.491 -1.015 0.628 -0.986 0.077 -0.152
C -0.532 -2.496 1.098 -0.530 -0.361 0.091
C 2.089 -1.872 0.605 -0.089 -0.727 0.600
H 0.251 -2.839 4.311 -0.052 0.086 0.270
H -1.005 -1.823 3.529 -0.501 0.007 0.301
H 1.229 -4.282 1.188 0.524 0.035 0.013
H 1.654 -4.258 2.914 -0.109 0.044 0.039
H 2.880 -0.782 2.630 -0.209 0.212 0.252
H 2.731 -2.043 3.845 -0.252 -0.089 0.127
H 0.951 0.737 2.294 0.050 -0.341 -0.082
H -0.666 0.075 2.451 0.287 -0.405 0.173
H -0.609 -3.249 0.300 0.338 0.381 0.136
H -1.573 -2.155 1.259 0.498 -0.057 0.114
H 2.885 -1.179 0.443 0.492 0.471 -0.238
H 2.033 -2.592 -0.204 0.129 -0.125 -0.319
O -0.499 1.688 0.111 -0.292 1.381 0.484
S -1.117 3.065 0.500 -0.174 -2.076 -0.260
C -0.118 3.656 1.871 0.247 0.285 -0.023
C -0.161 5.171 1.687 0.248 0.446 0.456
C -0.114 5.530 0.209 0.275 -0.288 -1.145
C -0.645 4.346 -0.654 1.094 0.030 -0.153
H 0.921 3.293 1.729 -0.676 -0.064 0.122
H -0.615 3.329 2.799 0.393 0.004 -0.357
H 0.666 5.651 2.234 -0.243 -0.262 -0.182
H -1.071 5.610 2.073 -0.382 -0.127 0.437
H 0.920 5.709 -0.109 -0.282 0.030 0.080
H -0.721 6.418 0.004 0.244 -0.040 0.076
H 0.131 3.901 -1.307 -0.311 0.280 0.451
H -1.503 4.559 -1.282 -0.142 0.076 0.101
F -5.495 -5.265 -1.396 -0.974 -0.840 -0.067
C -4.851 -4.119 -1.264 0.441 -0.773 -0.390
C -5.496 -2.990 -0.849 0.606 0.040 -0.076
F -6.797 -3.055 -0.658 -1.012 0.238 0.368
C -4.749 -1.860 -0.642 -0.196 0.725 0.190
F -5.412 -0.786 -0.136 0.474 -0.463 -0.379
C -3.375 -1.799 -0.927 -0.166 0.534 0.273
S -2.597 -0.270 -0.578 0.074 0.040 0.217
C -2.796 -2.973 -1.389 0.640 -0.276 -0.335
F -1.491 -3.064 -1.687 -0.221 0.247 0.144
C -3.514 -4.139 -1.548 0.001 0.534 0.422
F -2.942 -5.297 -1.872 0.224 -0.011 -0.218
Br -1.207 1.804 -2.951 -0.341 0.643 -0.566

56
Properties=species:S:1:pos:R:3:forces:R:3 method="wB97M-V/def2-TZVPD" gap_ev=1.88 lumo_energy_ev=3.36 total_energy_ev=-129141.1907 total_charge=-2 largest_force_ev_per_a=5.53 e_homo_ev=1.49
O 5.499 -3.555 1.942 -3.439 1.969 -3.850
C 4.591 -3.065 1.230 2.050 -1.191 4.373
Br 4.672 -3.044 -0.778 -0.056 -0.052 1.174
C 3.292 -2.458 1.944 0.182 -0.346 -0.143
C 3.350 -0.874 2.201 -0.781 0.686 -0.824
C 4.331 0.048 1.303 1.089 0.664 0.663
C 3.413 1.223 0.694 1.504 0.393 0.491
C 3.094 1.113 -0.885 -1.035 -0.746 0.551
C 1.496 1.176 -1.218 1.282 -0.213 -0.933
C 1.402 0.858 -2.814 0.304 0.493 1.574
S -0.140 1.587 -3.550 -0.581 -1.191 0.156
C -1.597 0.462 -3.186 0.612 -0.167 0.252
S -2.571 0.070 -4.492 0.966 0.314 1.436
N -1.783 0.044 -1.786 -1.564 0.479 -1.821
C -2.460 -1.256 -1.650 -1.107 -4.616 0.936
C -3.963 -1.545 -1.865 1.603 -2.523 0.746
C -4.553 -2.989 -1.675 3.062 -0.066 0.674
C -3.682 -4.210 -1.216 2.359 4.525 -0.508
C -2.158 -3.906 -0.965 -2.460 2.678 -1.265
C -1.569 -2.469 -1.199 -3.444 -0.781 -0.444
C -2.375 1.101 -0.930 -1.833 2.562 3.989
C -2.823 0.670 0.508 -0.559 3.543 -0.645
C -3.423 1.712 1.515 0.887 1.000 -2.290
C -3.595 3.214 1.146 1.730 -2.448 -3.935
C -3.174 3.626 -0.312 0.307 -3.569 1.820
C -2.568 2.587 -1.327 -0.950 -0.445 2.703
C 2.186 1.155 1.729 -0.848 2.690 -0.839
O 1.603 2.132 2.218 2.270 -4.467 -1.675
N 1.988 -0.308 1.896 0.105 -0.513 0.764
H 2.384 -2.768 1.326 1.159 0.671 0.740
H 3.212 -2.981 2.965 0.273 0.661 -1.692
H 3.527 -0.647 3.308 -0.014 -0.613 -1.576
H 5.042 -0.444 0.555 -1.345 0.371 0.844
H 5.039 0.514 2.071 -0.823 -0.406 -1.109
H 3.995 2.201 0.829 -1.012 -1.264 0.000
H 3.493 0.109 -1.302 -0.520 1.505 0.681
H 3.641 1.956 -1.432 -0.852 -1.137 0.723
H 1.091 2.226 -0.973 0.443 -1.796 -0.388
H 0.913 0.372 -0.654 0.707 1.297 -0.629
H 1.498 -0.257 -3.048 -0.156 1.565 0.346
H 2.295 1.432 -3.276 -1.658 -0.912 0.295
H -4.666 -0.700 -2.188 1.295 -1.445 0.620
H -5.669 -3.210 -1.871 2.004 0.706 0.319
H -4.087 -5.261 -1.053 0.485 1.736 -0.294
H -1.473 -4.741 -0.605 -0.997 1.340 -0.569
H -0.455 -2.324 -1.017 -1.730 -0.038 -0.278
H -2.741 -0.401 0.891 0.040 1.736 -0.781
H -3.752 1.390 2.561 0.696 0.322 -1.922
H -4.015 4.009 1.843 0.801 -1.466 -0.949
H -3.288 4.726 -0.597 0.294 -1.830 0.195
H -2.279 2.969 -2.357 -0.412 -0.679 1.590
H 1.698 -0.756 1.004 -0.018 0.911 0.695
C -0.938 2.372 3.673 -0.602 0.791 -1.249
O -0.167 2.349 4.657 0.641 -0.207 1.086
O -0.975 3.304 2.802 0.728 1.834 -0.436
O -1.805 1.463 3.410 -1.083 -2.313 0.603